Density functional theory data (ωB97M-V/def2-TZVPD) for an isolated ion of composition CBrFNO2 and charge -1.

ΔE to the lowest compared entry with this formula, charge and spin   0.2 kcal/mol
HOMO-LUMO gap   8.300 eV
Net charge   -1
2S+1   1
SMILES   O=C([O-])N(F)Br
Calculated total energy   -2917.2099 Ha

Atoms and positions in Å:
C1 -0.3762 -0.4244 -0.0686
N1 0.7832 0.4830 -0.5992
O1 -1.2976 0.1467 0.4430
O2 -0.0532 -1.5425 -0.2518
F1 0.5849 1.7669 -0.0525
Br1 2.4948 -0.1429 0.0925